*w*
{"formula": "C3H2NS3", "method": "wB97M-V/def2-TZVPD", "homo_lumo_gap_ha": [0.2069, 0.2260], "lumo_energy_ev": [1.669, 2.061], "total_charge": -1, "elements": ["C", "C", "C", "N", "S", "S", "S", "H", "H"], "positions_angstrom": [[-1.41, 0.30, 0.29], [-0.08, 0.69, -0.12], [1.19, 0.29, -0.02], [-1.63, -0.72, 1.09], [0.16, 2.12, -1.09], [3.93, -2.24, -1.18], [2.67, -0.39, -0.09], [-2.23, 0.74, -0.17], [-2.60, -0.78, 1.30]]}

*x*
{"formula": "C3H2NS3", "method": "wB97M-V/def2-TZVPD", "homo_lumo_gap_ha": 0.2726, "lumo_energy_ev": 3.421, "total_charge": -1, "elements": ["C", "C", "C", "N", "S", "S", "S", "H", "H"], "positions_angstrom": [[-0.12, 0.91, -0.05], [1.03, 0.22, -0.13], [-1.37, 0.27, 0.06], [0.54, -1.58, -0.19], [2.63, 0.44, -0.14], [-2.87, 1.04, 0.07], [-1.07, -1.51, -0.01], [0.09, 2.05, -0.22], [1.13, -1.84, 0.62]]}

Energies, relative to the best one, in hartree: *w* 0.0989; *x* 0.0000.